Entry from the OMol25 dataset: a structure of composition C3H10N2OS (the ωB97M-V functional and the def2-TZVPD basis).

Each line ends with the natural charge from an NBO analysis.
Cartesian coordinates (Å):
C 1.92463 0.29151 1.43348  -0.42
C -1.89276 0.13795 -1.96384  -0.84
C 0.49732 -1.08820 0.07203  -0.24
N -1.84044 1.12879 0.49173  -1.23
N 1.71029 -0.52799 0.26196  -0.60
O 0.16780 1.60753 -1.05732  -0.99
S -0.84925 0.69730 -0.54385  1.78
H 2.69721 1.02265 1.23659  0.21
H 1.04474 0.81101 1.80412  0.20
H 2.28477 -0.27457 2.28347  0.19
H -1.93522 -0.96893 -2.00448  0.23
H -2.90538 0.61507 -1.68708  0.26
H -1.46417 0.57138 -2.86158  0.24
H 0.01170 -1.59963 0.95778  0.21
H 0.50414 -1.87715 -0.67812  0.20
H -1.97261 1.97975 0.91588  0.40
H 2.00221 0.02126 -0.58895  0.40

The value obtained for the molar mass is 122.2 g mol⁻¹. For the total energy, the calculation gives -19132.7035 eV. The maximum force is 0.053 hartree/bohr. The calculation puts the HOMO-LUMO gap at 8.58 eV. The relative energy (zero: lowest compared OMol25 entry of this formula, charge and spin) comes out at 99.7 kcal per mole. The calculation puts the HOMO energy at -7.84 eV.